1.
{"formula": "C10H14F12KN2O11S4", "method": "the ωB97M-V functional and the def2-TZVPD basis", "elements": ["K", "C", "F", "F", "F", "S", "O", "O", "N", "S", "O", "O", "C", "F", "F", "F", "C", "F", "F", "F", "S", "O", "O", "N", "S", "O", "O", "C", "F", "F", "F", "C", "O", "C", "C", "O", "C", "C", "O", "C", "H", "H", "H", "H", "H", "H", "H", "H", "H", "H", "H", "H", "H", "H"], "xyz": [[-1.585039, 1.145743, -0.612795], [0.749425, 4.659544, -1.494884], [0.955720, 5.321172, -2.603885], [1.201054, 3.417827, -1.632764], [1.412651, 5.213495, -0.505658], [-1.088552, 4.618345, -1.110886], [-1.563414, 5.974587, -1.087434], [-1.622794, 3.824826, -2.203411], [-1.139926, 3.662249, 0.301686], [-1.484599, 4.592630, 1.486987], [-0.680732, 5.800227, 1.577528], [-2.906315, 4.704627, 1.725330], [-0.816706, 3.513761, 2.879838], [-1.390288, 2.313006, 2.953984], [0.500757, 3.328599, 2.679331], [-0.966924, 4.146281, 4.041275], [-4.042020, 0.630110, -3.376414], [-4.649073, 1.559509, -2.648664], [-4.547789, 0.614196, -4.594251], [-2.749367, 0.975653, -3.467104], [-4.225454, -1.059551, -2.604156], [-5.598725, -1.423851, -2.738823], [-3.312788, -1.904696, -3.348952], [-3.623488, -0.679367, -1.070395], [-4.338248, -1.726539, -0.117285], [-5.673433, -1.376772, 0.277837], [-4.111553, -3.112982, -0.501804], [-3.214709, -1.495538, 1.385963], [-3.011390, -0.211433, 1.635789], [-3.756694, -2.058934, 2.444212], [-2.065947, -2.105345, 1.160647], [-0.378053, -1.626291, -2.093038], [0.046601, -0.896582, -0.948296], [1.461283, -0.928538, -0.821978], [1.895212, -2.244686, -0.183990], [3.020802, -2.046680, 0.628354], [3.505239, -3.203041, 1.290494], [4.575199, -2.782916, 2.271946], [5.835229, -2.797793, 1.619996], [6.927991, -2.870218, 2.519865], [0.235740, -1.396828, -2.975678], [-1.353746, -1.346357, -2.487846], [-0.347950, -2.691466, -1.860540], [1.729492, -0.139887, -0.114378], [1.968877, -0.716574, -1.763019], [2.093985, -2.994490, -0.964305], [1.093139, -2.648898, 0.452654], [3.832675, -4.021236, 0.650041], [2.653957, -3.482653, 1.935396], [4.569421, -3.515819, 3.090797], [4.376334, -1.795804, 2.697493], [6.744891, -3.656943, 3.259026], [7.065995, -1.922662, 3.045886], [7.794028, -3.134996, 1.920261]], "forces_ev_per_angstrom": [[-0.2198, 0.1634, -0.0839], [-0.9540, -0.2712, 1.0359], [0.1023, 0.4418, -0.7504], [0.0658, -0.6254, -0.2376], [0.4056, 0.5015, 0.4227], [-0.6693, -1.1585, -0.8829], [0.5633, -0.6372, 0.7333], [0.5404, -0.4578, 0.8408], [0.5569, 1.1678, -3.6837], [-0.6623, 1.8365, 3.1012], [-0.5018, -1.0376, 0.0826], [0.7266, -0.1553, 0.0295], [0.4035, 0.5970, -0.5869], [-0.1718, -0.0491, -0.0411], [-0.1459, -0.1017, 0.0916], [-0.1601, -0.1202, -0.0259], [0.0748, -0.0915, 0.5549], [-0.1994, 0.0368, -0.0066], [-0.2053, -0.0646, -0.2683], [0.2649, -0.1446, 0.1117], [1.7311, -0.2611, -0.5633], [-0.3617, 0.5557, 0.6434], [-0.0436, 0.8388, 0.4560], [-1.2831, -0.5349, -2.3798], [-0.1053, -1.6991, 1.3683], [0.3987, 0.2102, 0.2464], [-0.0547, 1.0575, 0.2892], [-1.0560, -0.6485, -1.1651], [0.3798, 0.7604, 0.1968], [-0.4722, -0.1365, 0.6010], [0.8453, 0.0796, -0.1385], [0.0977, -0.1820, -0.7847], [0.1467, 0.5144, -0.7964], [-0.0934, 0.0729, 1.2701], [-0.0561, -0.8039, -0.1013], [1.0326, 0.4266, -0.7299], [-1.3154, 1.2492, 1.2874], [0.6039, -0.4598, -0.4210], [0.0771, -0.1191, 0.2059], [-0.6107, -0.0795, -0.2778], [0.5287, -0.2038, 0.3269], [-0.2870, -0.0437, 0.9442], [-0.1581, -0.0603, -0.2709], [-0.0178, 0.0478, -0.0398], [-0.0926, -0.1194, -0.1510], [0.0861, -0.0333, 0.0941], [-0.2316, 0.2070, -0.2332], [-0.0174, 0.0694, -0.2069], [0.1263, -0.7564, -0.2355], [0.1278, 0.0112, 0.0144], [-0.2065, 0.0380, -0.0700], [0.1184, -0.0444, 0.0706], [0.1785, 0.0591, 0.0038], [0.1699, 0.1576, 0.1099]], "lowdin_charge": [0.83, -0.71, 0.17, 0.13, 0.16, 0.65, -0.26, -0.33, -0.38, 0.54, -0.30, -0.29, -0.66, 0.13, 0.11, 0.14, -0.69, 0.15, 0.16, 0.11, 0.63, -0.26, -0.30, -0.36, 0.56, -0.28, -0.30, -0.71, 0.12, 0.16, 0.14, -0.09, -0.30, -0.18, -0.20, -0.14, -0.18, -0.21, -0.19, -0.11, 0.10, 0.04, 0.11, 0.13, 0.13, 0.13, 0.13, 0.13, 0.13, 0.12, 0.13, 0.08, 0.09, 0.09], "total_charge": -1, "spin_multiplicity": 1, "homo_ev": -7.49, "gap_ev": 9.5, "total_energy_ha": -4717.72976, "de_lowest_kj_mol": 0.0}

2.
{"formula": "C10H14F4N3NaSbSe4", "method": "the ωB97M-V functional and the def2-TZVPD basis", "elements": ["Na", "C", "N", "C", "C", "C", "N", "C", "C", "F", "C", "F", "C", "C", "F", "C", "F", "H", "H", "H", "H", "H", "H", "H", "H", "H", "H", "H", "N", "H", "H", "H", "Se", "Sb", "Se", "Se", "Se"], "xyz": [[0.150874, 0.131558, 0.458641], [-0.983895, 1.961508, -1.646167], [0.257863, 2.049543, -0.895856], [0.324533, 3.356053, -0.269561], [1.409549, 1.876178, -1.768128], [1.561947, 0.460721, -2.321585], [1.262326, -0.518587, -1.311967], [1.339131, -1.792066, -1.612198], [0.935654, -2.742491, -0.630183], [0.545713, -2.239654, 0.593676], [0.908107, -4.095887, -0.835247], [0.452443, -4.919392, 0.142271], [1.328359, -4.658886, -2.030938], [1.784270, -3.776923, -3.001491], [2.232640, -4.299578, -4.169792], [1.791771, -2.414032, -2.822908], [2.262887, -1.654690, -3.857964], [-1.043631, 2.731640, -2.429585], [-1.824000, 2.114418, -0.968501], [-1.069836, 0.980858, -2.106942], [0.188480, 4.169016, -0.997695], [1.278599, 3.488596, 0.236451], [-0.468422, 3.437348, 0.469341], [2.301056, 2.110610, -1.182109], [1.362565, 2.579877, -2.616695], [2.593995, 0.363206, -2.680849], [0.906430, 0.333120, -3.192850], [1.304098, -5.719000, -2.197914], [-1.765122, -0.957009, 1.861339], [-1.292183, -1.570087, 2.517413], [-2.264815, -1.558850, 1.215903], [-2.473446, -0.464644, 2.393056], [-5.878967, 3.484392, 2.513291], [-3.577478, 3.995388, 1.994431], [-1.972080, 4.197686, 4.022041], [-2.828875, 5.184379, 0.031785], [-1.927359, 2.164201, 2.808947]], "forces_ev_per_angstrom": [[-0.4317, 0.0030, 0.6645], [-0.1542, -0.1098, 0.0290], [0.1335, 0.3631, -0.1854], [-0.1561, 0.2084, 0.2964], [0.2285, -0.3680, -0.1158], [0.0338, 0.0103, -0.1624], [0.1017, 0.3542, 0.0937], [0.2223, -0.5469, -0.3642], [-0.0133, -0.1475, 0.2287], [0.0238, -0.2252, -0.3347], [-0.0108, -0.1198, -0.0173], [0.0979, 0.2569, -0.0610], [0.0668, 0.1890, -0.0545], [-0.1255, -0.3157, 0.1685], [-0.0833, 0.2608, 0.1695], [0.0169, 0.0498, -0.1517], [-0.0719, -0.1924, 0.2094], [0.0075, 0.0002, -0.0128], [-0.0656, 0.0445, -0.0159], [-0.0322, -0.1269, -0.0946], [0.0541, 0.0141, 0.0073], [0.1229, -0.0314, 0.0168], [-0.0215, 0.1420, 0.0105], [-0.0145, 0.0651, 0.0393], [0.0728, 0.0768, 0.0672], [-0.0827, 0.1608, -0.1555], [0.0361, 0.0781, -0.0917], [0.0038, -0.1746, -0.0188], [0.0427, -0.0438, -0.1023], [0.0201, -0.0240, -0.0589], [0.0649, -0.0714, -0.0439], [-0.0208, 0.1351, 0.0483], [0.5869, 0.1146, -0.0764], [-0.0473, 0.0270, 0.0486], [-0.3187, 0.4591, -0.0854], [-0.2499, -0.2160, 0.4645], [-0.0368, -0.2995, -0.3592]], "lowdin_charge": [0.43, -0.09, -0.32, -0.14, -0.21, -0.25, -0.04, -0.22, -0.14, 0.02, -0.24, 0.06, 0.02, -0.23, 0.06, -0.13, 0.04, 0.10, 0.07, 0.08, 0.08, 0.09, -0.01, 0.11, 0.12, 0.11, 0.11, 0.11, 0.01, 0.03, 0.04, -0.04, -0.20, -0.15, -0.07, -0.13, -0.08], "total_charge": -1, "spin_multiplicity": 1, "homo_ev": -4.62, "gap_ev": 6.1, "total_energy_ha": -10961.60668, "de_lowest_kj_mol": 18.9}

3.
{"formula": "C10H14N2O", "method": "the ωB97M-V functional and the def2-TZVPD basis", "elements": ["O", "C", "C", "C", "C", "C", "C", "H", "H", "H", "H", "H", "H", "H", "H", "C", "N", "C", "C", "C", "N", "H", "H", "H", "H", "H", "H"], "xyz": [[-0.874424, -0.659735, 1.247890], [0.236899, -0.181482, 0.888199], [0.880740, 0.961143, 0.301957], [1.684121, 1.993476, 1.186328], [2.438964, 1.236868, 2.249951], [2.517876, -0.274489, 1.703455], [1.595102, -0.384090, 0.538679], [0.799008, 1.325042, -0.723887], [0.973112, 2.653203, 1.753092], [2.357994, 2.618029, 0.520544], [3.486313, 1.573261, 2.221250], [2.151013, 1.279800, 3.237839], [3.503377, -0.522480, 1.492811], [2.073956, -0.863948, 2.541333], [1.699743, -1.029842, -0.227661], [-2.676116, 0.944973, -1.241398], [-2.211404, -0.370617, -1.529160], [-2.788566, -1.500193, -1.079024], [-1.976896, -2.510654, -1.595054], [-0.990255, -1.906217, -2.369698], [-1.148945, -0.629782, -2.284994], [-2.787430, 1.124108, -0.222365], [-1.821518, 1.522817, -1.689256], [-3.451696, 1.036722, -1.963966], [-3.611554, -1.492189, -0.398946], [-1.998947, -3.610606, -1.608545], [-0.060470, -2.333117, -2.949377]], "forces_ev_per_angstrom": [[3.9361, 1.5414, -0.9681], [-5.8535, -1.1875, 1.0772], [2.0827, 2.3672, -0.2691], [-1.8213, 1.0519, 0.1834], [2.8017, -1.7419, -3.4409], [-1.9528, 1.0610, 2.6351], [-0.1747, 0.9448, 1.9822], [-0.7555, -0.3935, 0.2173], [0.5176, -0.0836, -1.0049], [-0.9210, -0.7885, 0.7856], [-0.2596, 0.1281, 0.3041], [-1.2408, 0.2142, 1.9182], [1.6919, -0.7594, -0.3357], [0.9403, -0.1829, -0.6454], [0.9176, -2.1482, -2.4811], [2.8140, 0.3286, -3.4793], [0.0259, -2.0245, 0.8211], [1.5917, -1.1398, -0.7629], [-0.5053, -2.3423, -0.2177], [1.5863, -1.3416, -0.4654], [0.8141, 3.5109, -0.6111], [-0.6308, 0.3213, 1.5417], [-0.9106, 0.1968, 0.8352], [-1.4464, 1.0191, 0.3018], [-0.2768, -0.0658, 0.1038], [-0.6672, 0.7076, 0.6997], [-2.3036, 0.8066, 1.2750]], "lowdin_charge": [0.07, -0.30, -0.11, -0.14, -0.16, -0.10, -0.16, 0.14, 0.12, 0.13, 0.11, 0.08, 0.08, 0.13, 0.12, -0.01, -0.24, -0.07, -0.10, -0.21, 0.04, 0.07, 0.10, 0.08, 0.12, 0.09, 0.14], "smiles": "O=C1[C@H]2CCC[C@@H]12.Cn1cccn1", "spin_multiplicity": 1, "homo_ev": -8.88, "gap_ev": 9.5, "total_energy_ha": -574.05193, "de_lowest_kj_mol": 439.1}